[1]
60
Properties=species:S:1:pos:R:3:mulliken_spin:R:1 method="wB97M-V/def2-TZVPD" total_charge=+1 spin_multiplicity=2 s_squared=0.757 e_homo_ev="-8.89 / -10.34" orbital_gap_ev="5.1 / 6.5"
C 2.24925 -1.69947 2.36088 0.039
C 2.87071 1.05370 1.91398 0.038
H -2.48712 -2.49102 -4.76138 0.000
H -2.90166 1.86962 -1.17179 -0.011
C -0.57983 1.97749 3.42734 -0.011
C 0.45570 3.39659 -0.12806 0.044
C -1.99410 -1.62392 -4.30837 0.006
C 1.46375 -4.46810 -2.07551 0.006
H 3.88496 -3.37664 0.08159 -0.001
C -4.56724 1.00419 4.32866 0.000
H 1.77383 -2.62092 1.98849 -0.001
H -3.39141 1.03074 1.87795 0.004
H 1.80624 -1.46041 3.34106 -0.004
H 3.98120 -0.88631 0.12831 0.002
H 1.53039 3.15490 -0.18701 -0.008
C -1.86736 0.77813 -3.87868 0.005
H -2.60317 2.90605 0.24781 0.001
P -0.53570 1.88042 -0.56812 0.059
H -0.31682 2.74894 -2.85820 -0.002
C 1.41188 -1.99826 -1.85568 0.011
H 1.03565 1.64161 -2.41127 0.003
H 0.46468 2.01256 3.23373 0.012
H 0.22427 3.69587 0.90846 0.001
P 1.84904 -0.32373 1.19173 0.070
H 0.23990 4.24242 -0.80529 0.006
H -2.30179 1.77331 -4.02700 0.000
N -5.61857 0.60936 4.60523 0.003
C -2.22417 2.63080 -0.75054 0.059
C -0.72365 0.64102 -3.10797 -0.018
Ce -0.48799 0.07786 0.97280 0.644
C -1.01840 2.00710 4.74609 0.017
H -2.66546 1.64935 6.06184 0.000
H -2.21754 3.52272 -1.40285 0.002
N 0.91753 -0.78360 -2.14173 0.012
C -0.25918 -3.09093 -3.25774 0.007
H 2.90076 1.89789 1.20603 -0.006
H 2.39872 1.40169 2.84864 -0.013
H -0.30511 2.13642 5.55017 0.001
C -0.17588 -0.67763 -2.91314 0.008
H 3.90234 0.72429 2.13159 0.001
H -0.51916 -1.12653 2.09728 -0.034
C -0.05775 1.77914 -2.39795 0.022
C 2.53792 -4.50521 -1.20959 -0.005
C -2.75840 1.44017 2.65664 -0.007
C 2.51124 -2.06735 -0.92638 -0.016
H -0.53801 -1.01753 -0.12989 0.015
H -3.39716 -0.19600 -5.08815 0.000
H 3.33896 -1.85135 2.46477 0.004
C -3.24058 1.45540 3.98226 0.010
H 2.99821 -5.46374 -0.94772 0.000
C 0.86096 -3.21615 -2.41588 -0.008
C 3.05140 -3.30802 -0.62645 0.009
C -2.35020 1.72599 5.02564 0.001
C -2.49718 -0.35055 -4.48395 -0.005
H -0.70679 -3.98665 -3.70411 -0.001
H 2.89679 0.04441 -0.97690 -0.004
H 1.05281 -5.38996 -2.50152 0.000
C -0.82360 -1.82749 -3.51141 0.002
N -1.43147 1.69184 2.41603 0.010
C 2.95337 -0.79455 -0.26478 0.017

[2]
62
Properties=species:S:1:pos:R:3:mulliken_spin:R:1 method="wB97M-V/def2-TZVPD" total_charge=0 spin_multiplicity=4 s_squared=3.764 e_homo_ev="-7.23 / -7.39" orbital_gap_ev="6.4 / 6.5"
F -0.56053 -0.42071 -1.66928 0.006
H -2.38372 2.34965 5.46274 0.001
C 2.07800 -2.69806 -5.30266 0.000
S 2.14127 -1.34914 -0.47069 0.021
H 1.03747 -2.38173 -5.39762 0.000
H -2.05632 -2.29924 -2.57252 -0.001
H 3.13335 0.29560 2.83749 -0.001
Co 0.90806 0.66504 -0.02590 2.700
H 0.26990 -2.04675 3.70702 0.000
C -2.98825 1.73244 0.88825 -0.004
N -0.58460 0.09190 1.00118 0.080
H -2.31957 -1.53151 2.30051 0.002
H 1.35721 0.00435 4.53657 0.002
H -3.56888 -3.73017 -1.17336 0.002
C 3.86653 -1.06500 -4.55229 0.008
C 1.03849 -1.53372 3.12217 0.005
H -4.92662 1.40493 -0.02571 0.000
C 2.84928 -1.14584 -2.00521 0.019
H -2.49023 1.20894 0.07831 -0.002
S -0.14181 4.30073 -2.42203 0.043
H 2.00461 -2.00248 3.34367 0.000
H 1.94225 0.80763 1.67460 -0.011
C -0.28804 0.63927 3.39421 -0.040
C -1.37892 -1.19128 -0.88906 0.005
C -2.00333 1.90590 4.55091 0.012
H -4.47926 0.16829 1.16086 -0.001
H 4.29192 -1.01892 -5.54471 0.001
H 6.39348 0.26520 -3.12626 0.000
C -2.70900 2.02104 3.36497 -0.011
H 2.18358 1.78155 3.09437 -0.002
C -0.79160 1.23579 4.54930 -0.009
H -3.38336 3.41757 -0.42844 0.000
N 1.10411 2.35698 -0.86064 -0.007
H 2.55690 -2.61788 -6.27397 0.000
H -3.63854 2.58276 3.34937 0.000
C 2.78548 -1.85168 -4.29704 -0.003
C -1.39801 -0.91047 0.47557 0.057
H -0.21519 1.16450 5.46699 0.000
H -3.68164 -3.31543 1.27131 0.000
N 2.30636 -1.85294 -3.03609 0.010
N 3.88864 -0.34418 -2.26564 0.007
H -5.01173 1.76951 1.70118 0.000
H 2.08548 -3.74410 -4.99194 0.000
C 1.06911 -0.04496 3.48563 0.009
C -3.02709 -2.71480 0.64853 -0.010
H 5.83068 0.68001 -4.76238 0.000
C 5.54371 0.62049 -3.71358 0.000
C 4.38592 -0.29918 -3.49650 -0.004
H 0.81380 -1.69515 2.06945 0.002
C -2.96710 -2.95407 -0.71692 0.020
C -4.43597 1.23748 0.93749 0.001
C -2.12333 -2.17025 -1.49801 -0.009
C -2.23574 1.45611 2.18415 -0.009
C 2.14518 0.75132 2.73746 0.023
H -3.45842 3.82303 1.29619 0.000
H 1.49259 -2.40515 -2.79651 -0.001
C 0.56750 3.17427 -1.52595 0.022
C -2.92678 3.22752 0.54684 0.001
C -2.25956 -1.71509 1.23375 0.024
H 5.29018 1.61423 -3.34162 0.000
C -1.03580 0.71812 2.20684 0.044
H -1.89215 3.57777 0.50465 0.000

| no. | calculated total energy (eV) |
| --- | --- |
| 1 | -62356.9734 |
| 2 | -94372.5143 |